Entry 1:
DFT (the ωB97M-V functional and the def2-TZVPD basis) results for C5H6CrO3 as an isolated structure at a distorted geometry.

ORCA input file:
```
! RIJCOSX wB97M-V def2-TZVPD def2/J DEFGRID3
* xyz 1 4
O 2.7521 0.6959 -0.3924
C 1.6809 0.1347 -0.2822
O 0.5633 0.5854 -0.8160
O 1.5035 -0.9933 0.3771
C 0.1052 -1.3172 0.4219
C -0.5047 -0.3858 -0.6376
C -1.7731 0.2819 -0.2188
C -1.7980 1.4221 0.4707
Cr 4.6973 0.2571 0.2860
H -0.2648 -1.1080 1.4332
H -0.0208 -2.3765 0.1829
H -0.6305 -0.9001 -1.5993
H -2.7016 -0.2137 -0.5184
H -2.7304 1.9957 0.5079
H -0.8785 1.9217 0.7852
*
```

The calculation puts the orbital gap (alpha / beta) at 6.8423 / 5.2517 eV. The maximum force comes out at 1.42 eV/A. For the highest occupied orbital energy (alpha / beta), the calculation gives -11.718 / -10.122 eV. The energy is -1463.9128 Ha. For the LUMO energy (alpha / beta), the calculation gives -4.9 / -4.9 eV.

Results of the Mulliken charge analysis, in e, for atoms 1 through 6:
1 O -0.6629
2 C 0.7655
3 O -0.3334
4 O -0.3432
5 C -0.4311
6 C 0.3124

Entry 2:
DFT (the ωB97M-V functional and the def2-TZVPD basis) results for C4H6CoO as an isolated structure at a distorted geometry.

ORCA input file:
```
! RIJCOSX wB97M-V def2-TZVPD def2/J DEFGRID3
* xyz -1 5
O 1.6313 -0.9477 -1.1061
C 0.4660 -1.5427 -1.2102
C -0.6239 -1.3345 -0.3963
H 0.2940 -2.0848 -2.1584
H -0.4488 -1.2592 0.6832
H -1.6248 -1.5018 -0.8002
Co 2.0085 0.7281 -0.4230
C 0.0469 1.3399 0.2224
C -0.3132 1.4947 1.5090
H -0.5470 1.9487 -0.4843
H 0.1389 0.9003 2.3146
H -1.0277 2.2590 1.8493
*
```

The calculation puts the orbital gap (alpha / beta) at 5.9313 / 7.5108 eV. The maximum force comes out at 2.20 eV/A. For the highest occupied orbital energy (alpha / beta), the calculation gives -1.534 / -3.354 eV. The energy is -1613.8689 Ha. For the LUMO energy (alpha / beta), the calculation gives 4.4 / 4.2 eV.

Results of the Mulliken charge analysis, in e, for atoms 1 through 6:
1 O -0.6239
2 C 0.2728
3 C -0.8403
4 H 0.3159
5 H 0.1480
6 H 0.2253

Entry 3:
DFT (the ωB97M-V functional and the def2-TZVPD basis) results for C6H6 in the gas phase at a distorted geometry.

ORCA input file:
```
! RIJCOSX wB97M-V def2-TZVPD def2/J DEFGRID3
* xyz 0 1
C 0.7798 -1.2690 0.4316
C 0.0994 0.1001 0.1934
C 0.6009 0.7619 -1.0251
C 1.0601 1.2911 -2.0063
C -1.3500 0.1642 0.4088
C -2.3269 0.5334 1.0143
H 0.5709 -1.9963 -0.3649
H 1.8687 -1.1541 0.4778
H 0.4327 -1.6996 1.3736
H 0.1231 0.7864 1.0680
H 1.4427 1.7760 -2.8815
H -3.3218 0.7079 1.3288
*
```

The calculation puts the orbital gap at 10.5381 eV. The SMILES is C#CC(C)C#C. The maximum force comes out at 2.09 eV/A. For the highest occupied orbital energy, the calculation gives -9.644 eV. The energy is -232.0594 Ha. For the LUMO energy, the calculation gives 0.9 eV. The value obtained for the energy above the lowest of the compared OMol25 structures with the same formula, charge and spin is 104.7 kcal per mole.

Results of the Mulliken charge analysis, in e, for atoms 1 through 6:
1 C -1.1404
2 C 0.5671
3 C -0.6673
4 C 0.1877
5 C -0.7347
6 C -0.1871

Entry 4:
DFT (the ωB97M-V functional and the def2-TZVPD basis) results for C20H21FeN2 as an isolated structure at a distorted geometry.

ORCA input file:
```
! RIJCOSX wB97M-V def2-TZVPD def2/J DEFGRID3
* xyz -1 5
N -4.8166 -3.2523 1.1115
C -3.5972 -3.4803 0.5584
C -2.8470 -2.4001 0.0224
C -1.6212 -2.6571 -0.5843
C -1.1407 -4.0022 -0.6611
N 0.0479 -3.9811 -1.3712
C 0.3721 -2.6782 -1.7116
C -0.6526 -1.8447 -1.2773
C -1.8750 -5.0737 -0.1523
C -3.0918 -4.8127 0.4757
H -5.3563 -4.0007 1.5204
H -5.2162 -2.3306 1.1607
H -3.2302 -1.3725 0.0389
H 0.5814 -4.8127 -1.6224
H 1.2873 -2.4280 -2.2266
H -0.8042 -0.8005 -1.5169
H -1.5009 -6.0911 -0.2602
H -3.7109 -5.6226 0.8758
C 1.1670 -0.2998 1.8559
C 0.8874 0.1671 0.4863
C 1.7403 1.0161 -0.2272
C 1.5860 1.6509 -1.5643
C 2.6529 2.6002 -1.7562
C 3.4658 2.6309 -0.5524
C 2.9038 1.7127 0.3969
Fe 1.5567 3.0111 -0.1513
C 0.5216 3.4794 1.4725
C -0.3435 3.3947 0.3077
C 0.1621 4.3127 -0.6957
C 1.3402 4.9698 -0.1544
C 1.5649 4.4540 1.1879
H 0.2372 -0.7278 2.2481
H 1.9332 -1.0901 1.8553
H 1.5044 0.4749 2.5651
H -0.0538 -0.1091 0.0577
H 0.8323 1.3325 -2.2845
H 2.8613 3.1391 -2.6764
H 4.3838 3.1883 -0.4170
H 3.2741 1.4327 1.3760
H 0.3513 2.9839 2.4256
H -1.2662 2.8225 0.2488
H -0.3176 4.5349 -1.6453
H 1.9053 5.7665 -0.6314
H 2.3219 4.7928 1.8921
*
```

The calculation puts the orbital gap (alpha / beta) at 3.0252 / 5.3647 eV. The maximum force comes out at 2.94 eV/A. For the highest occupied orbital energy (alpha / beta), the calculation gives -0.286 / -2.629 eV. The energy is -2147.7144 Ha. For the LUMO energy (alpha / beta), the calculation gives 2.7 / 2.7 eV. The value obtained for the energy above the lowest of the compared OMol25 structures with the same formula, charge and spin is 0.0 kcal per mole.

Results of the Mulliken charge analysis, in e, for atoms 1 through 6:
1 N -0.4745
2 C 1.0519
3 C -0.5994
4 C 1.2584
5 C -0.7099
6 N 0.0074

Entry 5:
DFT (the ωB97M-V functional and the def2-TZVPD basis) results for C4H7NO2 as an isolated structure.

ORCA input file:
```
! RIJCOSX wB97M-V def2-TZVPD def2/J DEFGRID3
* xyz 0 1
C 0.1012 1.0783 1.3267
C -0.0546 0.6497 -0.1413
C -1.4780 -0.0686 -0.4066
O 0.4202 1.4142 -1.0584
C 0.3790 -0.8431 -0.3863
O -0.7910 -1.3847 -0.5719
N 1.4974 -1.4579 -0.6857
H -0.4501 2.0133 1.4688
H -0.2673 0.3325 2.0448
H 1.1578 1.2811 1.5289
H -1.8955 0.2167 -1.3711
H -2.2290 -0.1549 0.3825
H 1.5064 -2.3360 -1.1891
H 2.3424 -0.9031 -0.6633
*
```

The calculation puts the orbital gap at 8.4177 eV. The maximum force comes out at 0.64 eV/A. For the highest occupied orbital energy, the calculation gives -7.881 eV. The energy is -361.7654 Ha. For the LUMO energy, the calculation gives 0.5 eV. The value obtained for the energy above the lowest of the compared OMol25 structures with the same formula, charge and spin is 72.5 kcal per mole.

Results of the Mulliken charge analysis, in e, for atoms 1 through 6:
1 C -1.2717
2 C 1.1295
3 C -0.6367
4 O -0.8311
5 C 0.2684
6 O -0.3815

Entry 6:
DFT (the ωB97M-V functional and the def2-TZVPD basis) results for C35H38GeNOPdSi as an isolated structure at a distorted geometry.

ORCA input file:
```
! RIJCOSX wB97M-V def2-TZVPD def2/J DEFGRID3
* xyz -1 1
Pd -0.8442 0.6073 0.8581
O -0.3649 3.5216 0.0787
C -0.5328 4.0949 1.3610
C -1.9947 4.2736 1.7708
C -2.8421 2.9919 1.7901
C -2.5171 2.1062 2.9598
C -3.2906 2.1281 4.1195
C -2.9449 1.3311 5.1969
C -1.8121 0.5422 5.1011
C -1.0906 0.5742 3.9203
N -1.4361 1.3179 2.8625
H -0.3676 2.5520 0.1246
H -0.0761 5.0862 1.3177
H 0.0026 3.5227 2.1245
H -2.4572 4.9851 1.0809
H -2.0136 4.7203 2.7716
H -2.6897 2.4348 0.8640
H -3.8978 3.2644 1.8409
H -4.1602 2.7731 4.1617
H -3.5537 1.3191 6.0932
H -1.4957 -0.1047 5.9080
H -0.2098 -0.0393 3.7895
C -2.6269 -2.3710 -0.1727
Si -1.2354 -1.7023 0.8864
C 0.2679 -2.7180 0.4099
C -1.6544 -2.3187 2.6450
C -2.9489 -2.1791 3.1685
C -3.2803 -2.6189 4.4446
C -2.3113 -3.2034 5.2541
C -1.0123 -3.3252 4.7757
C -0.6957 -2.8880 3.4920
H -2.5721 -3.4648 -0.2280
H -2.5462 -1.9654 -1.1852
H -3.6087 -2.0997 0.2252
H 0.2051 -3.7466 0.7858
H 1.1763 -2.2555 0.8001
H 0.3410 -2.7487 -0.6817
H -3.7164 -1.7023 2.5640
H -4.2937 -2.4996 4.8130
H -2.5661 -3.5616 6.2443
H -0.2433 -3.7610 5.4048
H 0.3267 -2.9935 3.1408
C -0.2858 0.4696 -1.0016
Ge 1.2299 0.1553 -2.0628
C 0.9438 -1.4375 -3.2182
C 1.7541 -2.5709 -3.2635
C 1.3911 -3.6949 -4.0034
C 0.2064 -3.7009 -4.7244
C -0.6062 -2.5716 -4.7131
C -0.2406 -1.4599 -3.9658
C 1.4551 1.5929 -3.3998
C 2.2226 1.3892 -4.5522
C 2.3869 2.3984 -5.4953
C 1.7770 3.6331 -5.2994
C 1.0076 3.8485 -4.1633
C 0.8486 2.8346 -3.2210
C 3.0106 -0.0154 -1.2467
C 3.9072 1.0535 -1.3449
C 5.2087 0.9538 -0.8637
C 5.6475 -0.2262 -0.2787
C 4.7712 -1.2963 -0.1621
C 3.4672 -1.1873 -0.6360
H -1.1369 0.7229 -1.6515
H 2.6956 -2.5836 -2.7229
H 2.0359 -4.5660 -4.0126
H -0.0839 -4.5776 -5.2908
H -1.5292 -2.5628 -5.2814
H -0.8919 -0.5915 -3.9572
H 2.6952 0.4252 -4.7168
H 2.9875 2.2237 -6.3817
H 1.9009 4.4228 -6.0316
H 0.5285 4.8088 -4.0086
H 0.2524 3.0087 -2.3303
H 3.5845 1.9786 -1.8083
H 5.8817 1.7995 -0.9460
H 6.6654 -0.3107 0.0843
H 5.1008 -2.2206 0.2979
H 2.7940 -2.0247 -0.5087
*
```

The calculation puts the orbital gap (alpha / beta) at 5.2549 / 5.2493 eV. The maximum force comes out at 1.41 eV/A. For the highest occupied orbital energy (alpha / beta), the calculation gives -2.633 / -2.627 eV. The energy is -3980.8008 Ha. For the LUMO energy (alpha / beta), the calculation gives 2.6 / 2.6 eV. The value obtained for the energy above the lowest of the compared OMol25 structures with the same formula, charge and spin is 12.9 kcal per mole.

Results of the Mulliken charge analysis, in e, for atoms 1 through 6:
1 Pd -1.0515
2 O -0.2348
3 C -0.6833
4 C -0.5143
5 C -1.1161
6 C 0.8684